56
Properties=species:S:1:pos:R:3:forces:R:3:mulliken_charge:R:1 method="wB97M-V/def2-TZVPD" total_energy_ha=-36586.39310 e_lumo_ev=0.14 smiles=BrCCBr.BrCCBr.BrCCBr.BrCCBr.BrCCBr.BrCCBr.BrCCBr orbital_gap_ev=10.378
Br 3.08560 -3.08779 1.55012 0.315 0.439 0.222 -0.178
C 4.54584 -2.50282 2.76768 0.070 -2.264 -0.621 -0.609
C 3.99555 -2.03546 4.04129 -0.089 0.199 2.417 -0.498
Br 5.44628 -1.15075 5.04377 0.002 0.124 -0.153 -0.148
H 5.17227 -1.78866 2.27017 0.020 0.329 -0.377 0.412
H 5.09639 -3.46581 2.92320 -0.216 1.097 -0.175 0.377
H 3.72723 -2.80371 4.77239 -0.031 -0.287 -0.673 0.393
H 3.17489 -1.34077 4.06011 -0.076 0.390 -0.634 0.222
Br 1.97261 -0.09673 -4.95002 -0.701 0.332 -0.039 -0.127
C 0.04303 -0.23437 -5.28323 -1.051 0.366 1.143 -0.259
C -0.26441 -0.88340 -6.61422 -0.572 -0.656 0.871 -0.501
Br -0.02217 0.32273 -8.13328 -0.136 -0.499 0.467 -0.142
H -0.56386 0.68984 -5.06940 1.305 -0.282 -0.744 0.449
H -0.35578 -0.85153 -4.45494 0.547 -0.346 -0.523 -0.091
H -1.32160 -1.25181 -6.52373 0.824 0.539 -0.672 0.256
H 0.37851 -1.77379 -6.70605 -0.239 0.502 -0.426 0.408
Br -4.33692 2.30327 4.01354 0.283 0.817 0.959 -0.153
C -4.58670 0.91426 2.72602 1.461 0.079 0.331 -0.490
C -4.38612 1.54861 1.39688 1.534 0.500 -0.460 -0.395
Br -4.44084 0.23587 0.03003 -0.063 -0.796 -0.817 -0.148
H -5.60937 0.68357 2.87601 -0.707 -1.042 -0.025 0.348
H -3.82705 0.13546 2.98245 -1.053 0.444 -0.431 0.337
H -3.45124 2.11067 1.24468 0.018 -0.641 0.522 0.084
H -5.10258 2.28371 1.16623 -1.346 0.618 -0.086 0.402
Br -2.15457 5.27870 2.17653 0.295 -0.179 1.439 -0.196
C -1.30733 5.20934 4.01845 1.148 -0.969 0.101 -0.591
C -0.21269 4.06631 4.02827 -0.618 2.077 -1.279 -0.565
Br 0.67467 4.07854 5.67113 0.677 0.076 1.402 -0.129
H -1.99551 5.12155 4.92477 0.506 0.042 -1.757 0.366
H -0.72758 6.13512 4.06980 -0.503 -0.014 0.068 0.444
H 0.55133 4.17776 3.25559 -0.227 0.564 0.035 0.327
H -0.55386 3.09975 3.87481 -1.271 -1.701 -0.095 0.335
Br 0.53176 -2.72303 -1.22706 -0.159 -0.034 0.025 -0.150
C -0.13745 -1.25815 -0.10135 1.632 0.190 -0.295 -0.314
C -0.00409 -0.00484 -0.98218 -1.423 -0.724 1.576 -0.838
Br -0.46118 1.63288 0.06652 0.173 -0.624 -0.381 -0.142
H 0.54945 -1.24206 0.72152 0.496 0.115 0.420 0.235
H -1.07171 -1.57885 0.30911 -0.893 0.330 -0.377 0.358
H -0.80890 -0.13744 -1.68256 0.105 0.605 -0.842 0.440
H 0.99658 0.09073 -1.37900 -0.050 0.158 -0.197 0.467
Br -2.50483 -4.35678 -6.03700 -0.173 -0.598 0.217 -0.181
C -2.92490 -3.61019 -4.24216 1.450 1.438 -2.133 -0.193
C -2.70066 -4.51307 -3.10422 -0.540 -0.731 1.737 -0.363
Br -3.28365 -3.57931 -1.45678 0.020 0.294 -0.076 -0.142
H -3.87762 -3.14479 -4.41005 -0.682 -0.377 0.567 0.427
H -2.20696 -2.78761 -4.36705 -0.148 -0.194 1.114 -0.197
H -1.67692 -4.81004 -2.83252 -0.365 0.196 -0.767 0.299
H -3.38636 -5.36605 -3.04428 0.454 0.088 -0.580 0.364
Br 2.78761 1.24224 2.82666 0.013 0.331 -0.800 -0.137
C 3.15307 1.10866 0.85813 0.449 3.512 0.765 -0.368
C 4.37884 2.01581 0.48720 -0.114 -0.769 0.343 -0.557
Br 4.94887 1.51988 -1.35858 -0.344 0.345 0.751 -0.174
H 2.27267 1.41442 0.32528 -0.445 0.248 0.045 0.140
H 3.27010 0.09457 0.77112 0.904 -2.329 -0.626 0.322
H 5.20280 1.73311 1.13511 0.174 -0.096 -0.138 0.382
H 4.30945 3.13225 0.57512 -0.638 -1.232 -0.336 0.384

***

60
Properties=species:S:1:pos:R:3:forces:R:3:mulliken_charge:R:1 method="wB97M-V/def2-TZVPD" total_energy_ha=-13163.80519 multiplicity=4 e_lumo_ev="-2.96 / -2.99" total_charge=+1 s2=3.7562 orbital_gap_ev="7.315 / 7.286"
Co -1.02992 1.18317 -0.07974 -0.407 0.559 0.155 1.066
N -0.19643 3.49882 -0.04576 -0.315 0.208 -0.460 -0.415
N 0.17019 3.85820 1.25520 -0.052 0.060 -0.093 -0.136
C 0.19332 2.90580 2.19534 0.075 -0.478 0.170 0.528
N 0.51126 3.17879 3.44988 0.091 0.162 -0.006 -0.317
N -0.15997 1.69331 1.74365 -0.286 -0.090 -0.817 -0.154
N 0.01688 0.54258 2.43159 -0.082 -0.491 0.770 1.121
O 0.43763 0.52295 3.57722 -0.004 0.094 -0.224 -0.769
O -0.31805 -0.45289 1.79953 0.359 0.374 0.039 -0.578
H 0.50090 3.80529 -0.71565 0.123 -0.058 0.118 0.220
H -1.12278 3.88284 -0.31530 0.128 -0.093 0.212 0.332
H 0.25361 4.83052 1.50735 -0.026 0.043 0.036 0.177
H 0.81499 4.09466 3.73493 0.030 0.008 -0.085 0.184
H 0.62230 2.39728 4.07986 -0.030 -0.071 0.034 0.220
Br 0.78115 0.08347 -1.53230 -0.011 -0.088 -0.080 0.085
C -0.04190 0.44957 -3.26838 0.015 0.119 -0.046 -0.490
Br 0.38887 2.21492 -3.87345 0.010 -0.064 -0.054 -0.099
H -1.11268 0.37882 -3.13259 0.023 0.048 -0.001 0.080
H 0.35013 -0.27211 -3.97285 0.090 -0.029 0.066 0.498
Cl -4.71604 4.21112 -3.18295 0.012 -0.088 -0.046 -0.147
C -4.01177 2.66562 -2.73167 0.033 0.169 0.175 0.148
Cl -5.21800 1.60317 -1.95419 -0.041 -0.069 -0.037 -0.141
C -2.87748 2.82176 -1.70005 -0.324 0.324 0.105 0.429
O -2.87951 3.78602 -0.93620 0.302 -0.351 -0.038 -0.808
O -2.04232 1.85656 -1.72223 0.306 -0.211 0.246 -0.630
H -3.67667 2.16109 -3.62985 0.060 -0.008 0.010 0.271
N -6.21433 -2.06470 0.93077 0.018 0.025 -0.017 -0.456
C -5.08333 -1.35299 0.75341 0.149 0.069 -0.009 1.139
C -4.07043 -1.79275 -0.11681 -0.038 -0.008 0.010 -0.665
C -2.92960 -1.04609 -0.25101 -0.130 -0.052 0.061 -0.671
N -2.71775 0.10497 0.40448 0.178 -0.030 -0.214 0.381
C -3.68431 0.53573 1.22599 0.009 0.009 -0.018 -0.550
C -4.85509 -0.14595 1.43506 -0.072 -0.048 0.020 -0.756
H -6.37432 -2.90656 0.40935 -0.050 -0.015 0.016 0.193
H -6.94647 -1.72996 1.52944 -0.024 -0.019 -0.009 0.192
H -4.18868 -2.70999 -0.67776 0.037 -0.005 0.006 0.347
H -2.13370 -1.38007 -0.90635 -0.018 -0.006 -0.011 0.364
H -3.50408 1.47757 1.73064 -0.020 0.002 0.007 0.416
H -5.59887 0.24876 2.11395 0.023 0.033 -0.001 0.347
C 4.02643 -2.27344 -1.87517 -0.099 -0.167 0.222 -1.011
Ge 3.76274 -2.94340 -0.03964 0.200 0.298 0.364 0.458
C 5.07528 -4.36098 0.33013 -0.246 0.071 -0.145 -1.146
C 1.91579 -3.54429 0.25922 0.229 0.022 -0.139 -0.840
C 4.13092 -1.53443 1.34391 -0.019 -0.456 -0.454 -1.044
Se 3.31247 0.20174 1.09953 -0.250 0.286 -0.031 0.049
C 4.49018 0.89757 -0.28241 -0.058 -0.188 0.024 -0.906
H 3.85805 -3.09545 -2.57245 0.002 0.003 -0.009 0.378
H 5.04708 -1.91874 -2.01521 0.001 0.020 0.008 0.365
H 3.32966 -1.47271 -2.12226 0.015 0.007 0.021 0.137
H 4.93196 -5.19557 -0.35691 0.023 -0.020 0.020 0.359
H 4.97237 -4.73391 1.34875 -0.020 0.013 0.008 0.364
H 6.08971 -3.98435 0.20080 -0.005 0.030 -0.006 0.362
H 1.62297 -4.26439 -0.50532 -0.036 0.004 0.006 0.364
H 1.22501 -2.70070 0.23308 0.004 0.016 0.005 0.074
H 1.83687 -4.02673 1.23322 -0.005 0.009 0.010 0.372
H 5.20380 -1.38335 1.46251 -0.008 0.004 0.098 0.421
H 3.72846 -1.90167 2.28865 0.082 -0.006 0.044 0.411
H 4.38624 0.30000 -1.18340 0.055 0.081 -0.040 0.214
H 5.51703 0.86950 0.07384 0.003 0.034 -0.007 0.335
H 4.20018 1.92597 -0.48344 -0.008 0.004 0.012 0.334

***

55
Properties=species:S:1:pos:R:3:forces:R:3:mulliken_charge:R:1 method="wB97M-V/def2-TZVPD" total_energy_ha=-21747.13120 e_lumo_ev=-4.49 total_charge=+1 orbital_gap_ev=5.234
C -0.13808 -3.25812 -0.65194 0.221 0.493 -0.125 -0.819
C 1.03100 -2.08422 -0.82984 0.142 -1.972 -0.261 0.189
F 1.87449 -2.01577 0.38851 -2.012 0.337 -2.326 -0.336
C 0.41936 -0.64430 -1.32807 -1.045 0.429 1.973 0.204
Br 1.28589 -0.40064 -3.11485 -3.602 -4.169 0.346 0.040
C -1.21883 -0.53674 -1.27605 1.072 1.482 -1.704 -0.816
C -1.45658 1.08577 -1.39820 1.342 -0.276 0.311 0.377
C -2.88970 1.63165 -1.97811 -0.657 -0.860 1.036 -0.626
C -4.02379 0.47246 -1.58744 -1.357 0.213 -0.382 -0.443
N -4.13692 0.25085 -0.08015 0.051 -1.315 -0.911 -0.534
N -0.32508 1.73052 -0.96231 -2.669 -1.761 -1.844 0.089
C 0.73637 0.72356 -0.47137 -1.345 -2.457 1.847 -0.576
Br 2.62842 1.13460 -1.01686 -1.227 -3.271 10.605 0.119
P 0.31643 0.71478 1.43109 2.336 1.742 1.341 0.491
N 1.23403 1.78375 2.23541 -0.648 -1.149 -2.043 -0.551
H -0.80698 -3.28051 -1.62174 1.454 0.091 1.766 0.252
H 0.36575 -4.32542 -0.52332 -1.029 2.671 -0.195 0.218
H -0.86615 -3.03435 0.24885 1.707 -0.480 -1.675 0.172
H 1.73904 -2.48830 -1.69758 -1.394 1.102 2.197 0.253
H -1.63119 -0.99086 -2.27269 0.297 0.518 2.332 0.518
H -1.62535 -0.91781 -0.24336 0.612 0.626 -2.235 0.159
H -2.94228 1.73587 -3.14705 0.725 -0.131 2.267 0.302
H -3.25229 2.61992 -1.45939 1.121 -1.827 -1.028 0.353
H -3.85798 -0.53612 -2.19354 -0.216 2.258 1.282 0.200
H -5.08839 0.89552 -1.92098 2.549 -0.788 0.370 0.403
H -5.12612 0.32945 0.24935 1.252 0.024 -0.608 0.279
H -3.85045 -0.73785 0.16417 -0.506 1.593 -0.436 0.191
H -0.27096 2.78359 -0.93877 0.195 -1.500 0.120 0.287
H 0.47094 -0.60242 1.99721 -0.501 0.460 -0.659 0.077
H -1.07743 1.08039 1.51332 0.410 -0.650 -0.237 0.072
H 1.90971 2.26412 1.60088 -0.699 -0.472 0.804 0.181
Br 2.39394 1.88389 -2.99349 3.593 8.230 -10.515 0.179
C 3.78909 2.83025 -3.97497 -0.067 0.965 -1.263 -0.639
C 3.21263 3.97038 -4.78100 0.493 0.243 -0.434 -0.675
Br 2.33304 3.31835 -6.39615 -0.058 0.014 0.205 -0.136
H 4.31085 2.08716 -4.58432 -0.135 0.209 0.013 0.382
H 4.47026 3.20732 -3.20727 -0.190 -0.027 -0.048 0.356
H 4.00760 4.63071 -5.13892 -0.175 -0.035 0.055 0.377
H 2.47363 4.56142 -4.23266 0.209 -0.179 -0.064 0.354
Br -1.12286 5.55358 6.69536 -0.060 -0.132 -0.045 -0.136
C -0.50902 3.83103 6.01611 0.048 0.176 0.223 -0.609
C 0.25968 3.99489 4.72610 0.142 -0.324 -0.092 -0.536
Br -0.94401 4.30909 3.22278 -0.031 0.116 0.039 -0.151
H -1.39199 3.19347 5.91815 0.249 0.165 -0.078 0.372
H 0.13775 3.43041 6.80143 -0.048 0.052 -0.207 0.358
H 0.79201 3.07332 4.47425 -0.120 0.124 -0.043 0.279
H 0.96947 4.82675 4.74473 -0.276 -0.165 0.075 0.409
Br 2.43133 -5.55652 1.00971 -0.063 0.007 0.115 -0.104
C 1.27014 -6.61350 2.16721 0.223 -0.101 -0.006 -0.543
C 0.09944 -7.17846 1.39769 -0.161 -0.172 0.162 -0.592
Br -1.25262 -5.81115 1.06614 -0.113 -0.353 0.125 -0.100
H 0.97333 -5.96711 2.99775 -0.011 -0.179 -0.258 0.375
H 1.90511 -7.41821 2.54773 -0.165 0.095 -0.095 0.340
H -0.41306 -7.94666 1.98362 0.135 0.153 -0.071 0.350
H 0.37736 -7.59372 0.42483 0.006 0.159 0.277 0.366

***

75
Properties=species:S:1:pos:R:3:forces:R:3:mulliken_charge:R:1 method="wB97M-V/def2-TZVPD" total_energy_ha=-9896.23435 e_lumo_ev=-7.77 orbital_gap_ev=2.519
Mg 0.33457 3.25193 -3.52113 -0.445 -0.404 -0.013 1.302
N -2.57384 4.65133 -5.93069 0.339 0.849 -2.638 -0.196
S -4.10159 4.87480 -5.69294 -4.975 -1.094 4.908 1.082
O -4.85965 3.66050 -6.00186 1.140 2.384 0.371 -0.519
O -4.61777 6.20862 -5.86986 0.373 -1.548 -1.058 -0.476
F -4.00971 4.90869 -4.06943 0.204 -0.763 -0.522 -0.303
S -2.64873 5.17286 -7.53362 3.416 3.867 -2.246 1.030
O -2.49762 6.65319 -7.57219 0.014 -3.832 0.259 -0.507
O -3.53814 4.59581 -8.49641 0.620 -0.219 1.442 -0.471
F -1.19176 4.58182 -7.84875 -0.618 0.192 -0.132 -0.256
N 0.51457 0.25615 -0.82977 -4.500 -1.591 0.620 -0.167
S -0.70139 -0.91908 -0.34232 -5.946 1.410 -0.622 1.042
O -1.31576 -0.63194 0.95675 1.780 -0.782 -2.576 -0.496
O -0.54773 -2.23631 -0.89258 0.426 1.114 1.109 -0.477
F -1.76208 -0.26916 -1.35972 0.099 -0.053 0.144 -0.268
S 1.51469 -0.58421 -0.06431 10.652 -0.775 2.795 1.042
O 2.21503 -1.61655 -0.83204 -1.871 0.819 1.095 -0.530
O 1.46882 -0.73868 1.40540 -1.154 -0.132 -3.094 -0.500
F 2.62867 0.57059 -0.17120 0.488 0.526 0.160 -0.330
Cl -2.67073 5.61989 6.78230 0.197 0.328 0.378 -0.177
C -0.94733 5.20168 7.07861 -0.023 -0.629 -1.897 -0.386
C -0.52172 4.32150 5.82670 -0.438 0.051 1.313 -0.479
Cl -0.69197 5.19054 4.27692 0.227 0.121 0.234 -0.179
H -0.94235 4.69003 8.04105 0.326 -0.225 -0.337 0.299
H -0.31284 6.08771 7.09982 -0.361 0.105 0.123 0.293
H -1.19479 3.46814 5.74374 0.116 0.052 0.131 0.313
H 0.50356 3.96001 5.90553 -0.040 0.193 0.040 0.318
Cl 4.98994 1.25240 -5.54528 -0.032 0.008 -0.136 -0.192
C 6.50507 0.61185 -6.27998 -0.074 -0.715 0.726 -0.490
C 6.70250 -0.87215 -5.86061 -0.149 0.946 -1.263 -0.396
Cl 5.53170 -1.89678 -6.79578 0.307 0.266 0.679 -0.176
H 7.28819 1.24432 -5.86187 0.092 -0.189 -0.152 0.295
H 6.42685 0.74025 -7.35955 0.046 -0.115 0.191 0.340
H 6.61083 -0.99031 -4.78092 -0.233 -0.209 -0.242 0.340
H 7.68178 -1.19669 -6.21245 0.000 0.038 0.222 0.277
Cl -0.09649 -10.83002 3.37319 -0.109 0.245 -0.205 -0.172
C 0.75198 -9.84420 2.15382 0.000 0.172 -0.754 -0.381
C 0.16137 -8.47263 1.86156 -0.306 0.152 -0.081 -0.436
Cl -0.03051 -7.49361 3.30929 0.084 0.420 0.544 -0.183
H 0.69764 -10.36387 1.19721 0.113 -0.325 0.141 0.276
H 1.79498 -9.79953 2.46728 -0.166 0.215 0.003 0.305
H -0.81752 -8.46719 1.38213 -0.050 -0.626 0.192 0.293
H 0.77372 -7.90454 1.16129 0.433 -0.247 0.164 0.297
Cl 10.50046 1.82414 -0.32010 -0.627 -0.772 -0.197 -0.217
C 10.29670 3.54094 0.05717 0.251 -0.241 -0.219 -0.322
C 11.51827 4.22592 -0.49265 0.085 0.554 -0.548 -0.371
Cl 12.14176 5.29914 0.77210 0.562 0.225 -0.139 -0.199
H 10.24483 3.59136 1.14477 -0.259 0.272 -0.310 0.292
H 9.45551 3.98179 -0.47774 -0.417 -0.519 0.536 0.254
H 11.23435 4.82438 -1.35828 0.078 0.285 0.181 0.259
H 12.23856 3.51195 -0.89207 0.329 0.198 0.693 0.303
Cl -8.02592 -0.52159 1.45862 0.015 0.318 -0.015 -0.198
C -8.70301 0.50228 2.76876 0.232 0.458 0.053 -0.426
C -8.06331 1.91749 2.78473 0.544 -1.170 0.277 -0.420
Cl -8.83052 2.89152 4.08210 -0.146 -0.009 -0.584 -0.195
H -8.51355 -0.06834 3.67793 -0.039 0.387 0.049 0.310
H -9.77822 0.57310 2.60439 0.138 0.030 -0.007 0.310
H -8.05427 2.34930 1.78395 -0.675 0.376 0.250 0.335
H -7.01409 1.89683 3.07938 -0.068 -0.391 -0.024 0.284
Cl 1.85643 -2.51655 10.39087 -0.241 0.076 -0.584 -0.178
C 1.80144 -1.57476 8.84003 0.956 -0.532 0.058 -0.446
C 3.21973 -1.00411 8.57756 -1.330 -0.064 0.144 -0.393
Cl 3.54920 0.16394 9.86861 0.458 0.389 -0.018 -0.176
H 1.00137 -0.84426 8.95974 0.434 0.193 -0.050 0.314
H 1.53554 -2.24700 8.02426 -0.016 -0.162 0.187 0.291
H 3.24686 -0.49783 7.61265 -0.033 0.102 0.107 0.281
H 3.99004 -1.77523 8.58757 -0.232 -0.004 0.142 0.307
Cl -6.18088 -5.27857 -4.81524 0.272 -0.309 -0.203 -0.183
C -7.20372 -4.24431 -5.84101 -0.821 -0.051 0.649 -0.361
C -8.67796 -4.66726 -5.68155 0.192 -0.277 -0.409 -0.474
Cl -9.08017 -6.26557 -6.45923 0.375 0.575 0.193 -0.190
H -6.84392 -4.22182 -6.86966 -0.101 -0.271 0.146 0.327
H -7.06195 -3.26376 -5.38656 -0.299 0.129 -0.286 0.256
H -9.35951 -3.95457 -6.14596 0.204 0.060 0.024 0.304
H -8.94446 -4.79577 -4.63247 0.177 0.148 -0.113 0.321